No. 1
Formula: C4H41N2O21P
Source: OMol25
Level of theory: ωB97M-V with the def2-TZVPD basis set

Atoms and positions in Å:
C 2.693 1.359 0.892
C 1.805 0.954 -0.319
O 2.543 0.086 -1.185
C 1.401 2.158 -1.190
O 0.139 2.739 -0.811
C -0.889 1.932 -1.082
O -0.916 1.308 -2.101
N -1.989 1.819 -0.229
N -1.895 2.618 0.931
P -2.407 0.178 0.105
O -3.542 0.196 1.017
O -2.879 -0.550 -1.222
O -1.234 -0.651 0.844
H 2.095 1.375 1.797
H 3.183 2.322 0.730
H 3.456 0.579 0.994
H 0.937 0.417 0.089
H 2.565 -0.772 -0.733
H 1.475 1.880 -2.243
H 2.149 2.936 -1.029
H -2.744 2.576 1.478
H -1.065 2.425 1.479
H -2.090 -0.800 -1.747
H -0.564 -0.966 0.214
O -5.571 2.131 -1.065
H -4.998 1.535 -0.569
H -5.612 1.740 -1.945
O -0.978 -2.346 3.196
H -1.660 -3.006 3.039
H -1.286 -1.573 2.710
O 2.725 -2.900 -0.916
H 3.296 -3.486 -0.401
H 2.699 -3.312 -1.784
O -6.746 -0.115 0.994
H -5.795 -0.160 0.819
H -7.112 0.281 0.195
O 3.081 4.921 -1.659
H 2.174 5.089 -1.943
H 3.598 5.590 -2.120
O -7.095 -1.600 3.467
H -6.855 -1.141 2.648
H -7.838 -2.156 3.213
O -0.886 -2.226 -2.741
H -0.313 -1.899 -3.452
H -1.482 -2.844 -3.184
O 4.906 -4.740 -0.693
H 5.468 -4.070 -1.099
H 5.471 -5.518 -0.632
O -0.201 3.264 -4.194
H -0.965 3.269 -4.779
H -0.404 2.576 -3.544
O 2.507 2.565 3.537
H 1.614 2.882 3.368
H 2.563 2.528 4.501
O 1.756 -1.372 -3.963
H 1.979 -2.250 -3.638
H 2.111 -0.773 -3.288
O 4.193 1.081 5.059
H 4.984 0.532 5.036
H 3.854 1.043 4.155
O -1.857 -2.924 -5.175
H -1.591 -2.422 -5.953
H -2.550 -3.511 -5.499
O 4.433 0.176 7.925
H 5.386 0.154 7.794
H 4.088 0.580 7.118
O -1.077 -3.879 -0.091
H -0.811 -3.375 -0.871
H -1.770 -4.464 -0.410

Atomic forces in eV per Å
-0.5 -0.5 -0.8
0.7 0.3 0.2
-0.5 -0.2 0.1
1.2 0.1 0.0
-0.5 -0.2 1.3
-0.4 0.8 -0.6
0.1 -1.6 -1.5
1.6 -0.3 0.8
0.1 0.8 0.2
-2.1 -0.9 0.6
-0.7 0.6 0.6
1.7 0.4 0.3
0.2 0.9 -1.6
0.2 0.1 0.0
0.0 -0.2 0.1
-0.1 0.2 0.2
-0.1 0.2 -0.3
0.3 -0.1 -0.4
-0.5 0.0 0.1
-0.4 0.1 0.0
0.0 -0.3 -0.2
-0.2 -0.2 0.1
-0.3 -0.3 -0.7
0.1 -0.3 0.4
-0.1 -0.2 -0.1
0.1 0.1 0.1
0.0 0.1 0.0
0.0 0.1 0.1
0.1 0.0 0.0
0.0 -0.1 0.0
0.0 0.3 0.1
-0.1 -0.1 0.0
0.0 -0.1 0.1
0.3 -0.1 -0.3
0.1 0.0 0.2
-0.1 0.1 0.1
-0.1 0.1 -0.1
0.0 0.0 0.0
0.0 -0.1 0.0
0.0 -0.1 0.0
-0.2 0.1 0.1
0.0 0.0 0.0
-0.1 0.0 0.5
0.1 0.1 0.2
0.1 0.3 -0.2
0.2 0.1 -0.1
0.0 0.0 0.0
-0.1 0.0 0.1
0.0 0.0 0.0
0.1 0.0 0.0
0.0 -0.1 -0.1
-0.2 0.2 0.5
0.1 0.0 -0.1
0.1 0.1 0.0
-0.1 0.0 0.1
0.0 0.0 -0.1
-0.1 0.0 0.1
0.2 -0.2 -0.1
0.0 0.0 0.0
-0.1 0.1 0.0
-0.2 -0.2 -0.4
0.1 0.1 0.1
0.0 0.0 0.0
0.1 0.0 -0.1
0.0 0.0 0.1
-0.1 0.0 0.0
0.0 0.0 -0.1
0.1 0.0 -0.1
0.0 0.0 0.1

Output
- Gap between HOMO and LUMO: 9.873 eV
- DFT total energy: -60082.4035 eV
- LUMO level: -0.211 eV

No. 2
Formula: C2H6BrO2P
Source: OMol25
Level of theory: ωB97M-V with the def2-TZVPD basis set

Atoms and positions in Å:
C -0.368 1.364 -0.412
C 0.480 -1.415 0.402
O 1.637 -1.380 0.854
O 0.179 -2.528 -0.207
P -1.644 1.208 0.964
Br -2.752 -0.489 -0.007
H -0.918 2.122 -1.176
H 0.570 1.856 -0.040
H -0.175 0.391 -0.765
H 2.318 -2.166 0.885
H -0.574 -2.339 -0.726
H -1.050 0.305 1.928

Atomic forces in eV per Å
-1.3 3.4 0.2
-2.4 0.7 -1.0
4.6 -0.9 2.2
1.9 -1.4 0.3
0.4 -0.3 -0.1
-0.4 0.0 -0.1
1.4 -2.0 1.5
-0.8 -0.4 -0.3
0.3 -0.8 -0.8
-1.9 1.0 -0.6
-1.9 0.1 -0.7
0.2 0.5 -0.7

Output
- ΔE to the lowest compared entry with this formula, charge and spin: 3.7228 eV
- Gap between HOMO and LUMO: 9.438 eV
- DFT total energy: -85595.3195 eV
- LUMO level: 0.523 eV